*A*
This record from OMol25 describes 11 unconnected molecules or ions with the total composition C11H44N22O11. The level of theory is ωB97M-V/def2-TZVPD.

Last columns: bonded neighbours and bond lengths (Å).
Positions of all 88 atoms, in Å:
1 N 6.6326 -3.6373 4.7660  C2 1.283, H5 1.010, H6 1.010
2 C 6.3137 -3.0100 3.6930  N1 1.283, N3 1.285, O4 1.248
3 N 5.8868 -3.8337 2.8045  C2 1.285, H7 1.010, H8 1.010
4 O 6.0857 -1.7831 3.7046  C2 1.248
5 H 7.0647 -4.5452 4.6705  N1 1.010
6 H 6.5113 -3.2000 5.6683  N1 1.010
7 H 6.0168 -4.8345 2.8441  N3 1.010
8 H 5.2164 -3.3821 2.1988  N3 1.010
9 N -8.6268 0.0784 -2.3744  C10 1.305, H13 1.010, H14 1.010
10 C -7.7509 0.6527 -3.1535  N9 1.305, N11 1.299, O12 1.237
11 N -6.6237 0.9225 -2.5676  C10 1.299, H15 1.010, H16 1.010
12 O -8.0183 1.0964 -4.2772  C10 1.237
13 H -8.4460 -0.2323 -1.4305  N9 1.010
14 H -9.5343 0.1701 -2.8081  N9 1.010
15 H -6.4948 0.9554 -1.5664  N11 1.010
16 H -6.0129 1.5448 -3.0772  N11 1.010
17 N 7.4342 -0.6846 -3.8292  C18 1.297, H21 1.010, H22 1.010
18 C 7.9903 -1.7946 -4.2042  N17 1.297, N19 1.262, O20 1.181
19 N 7.4887 -2.7717 -3.5830  C18 1.262, H23 1.010, H24 1.010
20 O 8.7674 -1.9161 -5.0858  C18 1.181
21 H 7.7058 0.2266 -4.1698  N17 1.010
22 H 6.5917 -0.7443 -3.2753  N17 1.010
23 H 7.9956 -3.6326 -3.7307  N19 1.010
24 H 6.9055 -2.5682 -2.7839  N19 1.010
25 N -1.0534 8.1695 -4.0267  C26 1.290, H29 1.010, H30 1.010
26 C -0.9200 7.1433 -3.2563  N25 1.290, N27 1.337, O28 1.202
27 N -1.9691 6.3369 -3.4476  C26 1.337, H31 1.010, H32 1.010
28 O 0.0354 6.9070 -2.5669  C26 1.202
29 H -0.2221 8.7338 -4.1299  N25 1.010
30 H -1.9074 8.3332 -4.5405  N25 1.010
31 H -2.2556 5.8164 -2.6309  N27 1.010
32 H -2.7272 6.6229 -4.0505  N27 1.010
33 N -5.2991 -2.9170 3.5775  C34 1.303, H37 1.010, H38 1.010
34 C -5.1773 -2.6147 2.3154  N33 1.303, N35 1.314, O36 1.207
35 N -3.8815 -2.5909 2.0976  C34 1.314, H39 1.010, H40 1.010
36 O -6.0579 -2.4445 1.5081  C34 1.207
37 H -6.1707 -2.9444 4.0871  N33 1.010
38 H -4.4474 -2.9329 4.1201  N33 1.010
39 H -3.2497 -2.5326 2.8834  N35 1.010
40 H -3.7203 -2.3833 1.1224  N35 1.010
41 N 0.4377 0.4590 -1.2472  C42 1.298, H45 1.010, H46 1.010
42 C 1.4973 0.3306 -0.5091  N41 1.298, N43 1.352, O44 1.242
43 N 1.4262 1.1953 0.5273  C42 1.352, H47 1.010, H48 1.010
44 O 2.4501 -0.4419 -0.7036  C42 1.242
45 H 0.1990 -0.3091 -1.8581  N41 1.010
46 H -0.2121 1.1864 -0.9850  N41 1.010
47 H 2.2473 1.1534 1.1139  N43 1.010
48 H 0.6779 1.8713 0.5850  N43 1.010
49 N -5.6651 -4.9659 -3.8974  C50 1.341, H53 1.010, H54 1.010
50 C -4.3950 -4.9446 -4.3285  N49 1.341, N51 1.293, O52 1.207
51 N -4.1697 -5.9858 -5.0614  C50 1.293, H55 1.010, H56 1.010
52 O -3.5925 -4.2234 -3.7868  C50 1.207
53 H -6.2751 -5.3916 -4.5807  N49 1.010
54 H -5.8571 -4.2109 -3.2546  N49 1.010
55 H -4.9051 -6.6540 -5.2424  N51 1.010
56 H -3.2181 -6.0917 -5.3827  N51 1.010
57 N 5.5406 8.7783 3.6275  C58 1.336, H61 1.010, H62 1.010
58 C 4.8052 8.3901 2.5814  N57 1.336, N59 1.325, O60 1.198
59 N 4.1598 7.2433 2.7364  C58 1.325, H63 1.010, H64 1.010
60 O 4.8247 9.0991 1.6158  C58 1.198
61 H 6.2515 9.4899 3.5357  N57 1.010
62 H 5.5068 8.3697 4.5505  N57 1.010
63 H 3.7507 6.9432 1.8631  N59 1.010
64 H 3.9409 6.8687 3.6485  N59 1.010
65 N 1.0340 -1.7161 6.6917  C66 1.297, H69 1.010, H70 1.010
66 C -0.0878 -2.0685 7.2401  N65 1.297, N67 1.288, O68 1.216
67 N -0.1887 -1.5853 8.4301  C66 1.288, H71 1.010, H72 1.010
68 O -0.9690 -2.7113 6.7030  C66 1.216
69 H 1.4455 -1.9985 5.8137  N65 1.010
70 H 1.4617 -0.9270 7.1550  N65 1.010
71 H -0.9608 -2.0336 8.9023  N67 1.010
72 H 0.4275 -0.8268 8.6851  N67 1.010
73 N 1.8013 -4.6950 -4.5745  C74 1.340, H77 1.010, H78 1.010
74 C 2.2144 -5.7732 -5.2545  N73 1.340, N75 1.271, O76 1.214
75 N 3.4828 -5.7865 -5.3382  C74 1.271, H79 1.010, H80 1.010
76 O 1.4995 -6.6007 -5.7821  C74 1.214
77 H 2.5020 -4.1518 -4.0907  N73 1.010
78 H 0.8157 -4.5309 -4.4269  N73 1.010
79 H 3.9617 -5.3248 -4.5783  N75 1.010
80 H 3.8949 -6.5741 -5.8178  N75 1.010
81 N -5.0467 3.4555 2.7116  C82 1.308, H85 1.010, H86 1.010
82 C -3.7841 3.5972 2.3995  N81 1.308, N83 1.281, O84 1.261
83 N -3.0814 3.8744 3.4343  C82 1.281, H87 1.010, H88 1.010
84 O -3.2459 3.5857 1.2593  C82 1.261
85 H -5.2884 3.0755 3.6157  N81 1.010
86 H -5.7720 3.7676 2.0818  N81 1.010
87 H -3.4927 3.8223 4.3553  N83 1.010
88 H -2.1255 4.1870 3.3415  N83 1.010

- SMILES = NC(N)=O.NC(N)=O.NC(N)=O.NC(N)=O.NC(N)=O.NC(N)=O.NC(N)=O.NC(N)=O.NC(N)=O.NC(N)=O.NC(N)=O
- net charge = 0
- HOMO level (eV) = -9.493

*B*
This record from OMol25 describes 11 unconnected molecules or ions with the total composition C11H44N22O11. The level of theory is ωB97M-V/def2-TZVPD.

Last columns: bonded neighbours and bond lengths (Å).
Positions of all 88 atoms, in Å:
1 N -10.1076 -12.3882 3.4360  C2 1.357, H5 1.011, H6 1.002
2 C -9.1903 -11.9339 2.5446  N1 1.357, N3 1.372, O4 1.227
3 N -8.6409 -10.7178 2.8632  C2 1.372, H7 1.000, H8 1.004
4 O -8.7064 -12.6359 1.6626  C2 1.227
5 H -10.3028 -11.8828 4.2894  N1 1.011
6 H -10.4244 -13.3307 3.3139  N1 1.002
7 H -7.7361 -10.4667 2.5187  N3 1.000
8 H -9.0436 -10.0824 3.5275  N3 1.004
9 N -10.5417 -8.3387 8.2765  C10 1.359, H13 1.004, H14 1.003
10 C -11.7395 -7.7012 8.3586  N9 1.359, N11 1.361, O12 1.234
11 N -12.5092 -7.9937 9.4426  C10 1.361, H15 1.004, H16 1.002
12 O -12.1221 -6.9553 7.4525  C10 1.234
13 H -10.0140 -8.2451 7.4274  N9 1.004
14 H -10.1233 -8.6952 9.1159  N9 1.003
15 H -12.1747 -8.6145 10.1567  N11 1.004
16 H -13.4571 -7.6759 9.5074  N11 1.002
17 N -13.3859 -6.7837 4.8385  C18 1.365, H21 1.008, H22 1.004
18 C -14.6264 -6.2360 4.9988  N17 1.365, N19 1.372, O20 1.226
19 N -14.9799 -5.9919 6.3021  C18 1.372, H23 1.004, H24 1.004
20 O -15.4030 -6.0094 4.0778  C18 1.226
21 H -12.8384 -7.0234 5.6496  N17 1.008
22 H -13.0578 -6.8699 3.8938  N17 1.004
23 H -15.9589 -5.8035 6.4200  N19 1.004
24 H -14.4295 -6.3691 7.0525  N19 1.004
25 N -8.4450 -5.8591 8.0586  C26 1.373, H29 1.002, H30 1.002
26 C -8.0926 -5.9582 6.7350  N25 1.373, N27 1.376, O28 1.228
27 N -8.8054 -5.1075 5.9209  C26 1.376, H31 1.007, H32 1.008
28 O -7.3316 -6.8564 6.3844  C26 1.228
29 H -9.2627 -5.3413 8.3166  N25 1.002
30 H -7.9889 -6.5380 8.6379  N25 1.002
31 H -9.7426 -4.9265 6.2421  N27 1.007
32 H -8.7046 -5.3436 4.9463  N27 1.008
33 N -8.2431 -3.2058 -2.2249  C34 1.367, H37 1.002, H38 1.004
34 C -7.3816 -3.9704 -1.4893  N33 1.367, N35 1.375, O36 1.223
35 N -7.7221 -4.1421 -0.1678  C34 1.375, H39 1.003, H40 1.004
36 O -6.4330 -4.5435 -2.0066  C34 1.223
37 H -8.0594 -3.0333 -3.1944  N33 1.002
38 H -9.0333 -2.7255 -1.8350  N33 1.004
39 H -7.0531 -4.6402 0.3887  N35 1.003
40 H -8.4088 -3.4817 0.1476  N35 1.004
41 N -3.7176 -6.9055 5.1465  C42 1.389, H45 1.003, H46 1.004
42 C -3.9737 -8.2132 5.5377  N41 1.389, N43 1.375, O44 1.215
43 N -5.2657 -8.5886 5.2564  C42 1.375, H47 1.000, H48 1.006
44 O -3.2317 -8.8341 6.2734  C42 1.215
45 H -2.7875 -6.6078 5.3737  N41 1.003
46 H -4.3408 -6.4575 4.4994  N41 1.004
47 H -5.7926 -9.2881 5.7391  N43 1.000
48 H -5.8147 -7.9909 4.6623  N43 1.006
49 N -13.2857 -10.0790 6.3965  C50 1.386, H53 1.011, H54 1.007
50 C -12.3137 -11.0267 6.1152  N49 1.386, N51 1.361, O52 1.223
51 N -12.5885 -12.2418 6.6633  C50 1.361, H55 1.006, H56 1.002
52 O -11.2511 -10.7605 5.5719  C50 1.223
53 H -13.1687 -9.2081 5.8973  N49 1.011
54 H -13.5053 -9.9648 7.3725  N49 1.007
55 H -11.9291 -12.9755 6.4673  N51 1.006
56 H -13.5004 -12.5120 6.9794  N51 1.002
57 N -5.6497 -7.4958 1.0065  C58 1.356, H61 1.004, H62 1.005
58 C -5.6296 -6.4047 1.8121  N57 1.356, N59 1.375, O60 1.232
59 N -4.9967 -5.3217 1.2487  C58 1.375, H63 1.003, H64 1.004
60 O -6.1556 -6.3385 2.9239  C58 1.232
61 H -5.9522 -8.3979 1.3264  N57 1.004
62 H -5.1672 -7.5007 0.1249  N57 1.005
63 H -4.9066 -4.4843 1.7937  N59 1.003
64 H -4.4149 -5.4611 0.4418  N59 1.004
65 N -8.9946 -6.2591 2.5249  C66 1.350, H69 1.006, H70 1.022
66 C -9.9467 -6.9465 3.1911  N65 1.350, N67 1.366, O68 1.231
67 N -9.4447 -7.7389 4.1847  C66 1.366, H71 1.008, H72 1.006
68 O -11.1465 -6.9194 2.9160  C66 1.231
69 H -9.1886 -5.6968 1.7134  N65 1.006
70 H -7.9957 -6.2924 2.7382  N65 1.022
71 H -10.0787 -8.4074 4.5926  N67 1.008
72 H -8.4553 -7.9078 4.2548  N67 1.006
73 N -14.6070 -6.1852 0.9274  C74 1.361, H77 1.005, H78 1.002
74 C -14.9439 -5.3474 -0.0914  N73 1.361, N75 1.373, O76 1.231
75 N -15.9712 -5.7725 -0.8976  C74 1.373, H79 1.001, H80 1.001
76 O -14.3028 -4.3350 -0.3733  C74 1.231
77 H -13.6928 -6.0693 1.3275  N73 1.005
78 H -15.2078 -6.8992 1.2914  N73 1.002
79 H -16.3327 -6.6940 -0.7506  N75 1.001
80 H -16.0786 -5.2344 -1.7353  N75 1.001
81 N -11.0240 -6.7901 -0.1211  C82 1.363, H85 1.005, H86 1.006
82 C -11.2550 -7.5566 -1.2244  N81 1.363, N83 1.375, O84 1.219
83 N -11.4089 -6.8394 -2.3874  C82 1.375, H87 0.999, H88 1.004
84 O -11.1122 -8.7665 -1.2617  C82 1.219
85 H -10.8868 -7.1882 0.7916  N81 1.005
86 H -11.2637 -5.8174 -0.0311  N81 1.006
87 H -11.4231 -7.3122 -3.2677  N83 0.999
88 H -11.5713 -5.8504 -2.3344  N83 1.004

- SMILES = NC(N)=O.NC(N)=O.NC(N)=O.NC(N)=O.NC(N)=O.NC(N)=O.NC(N)=O.NC(N)=O.NC(N)=O.NC(N)=O.NC(N)=O
- net charge = 0
- HOMO level (eV) = -9.268

Relative energy of each structure, in eV: *A* 8.103; *B* 0.000.

*A*
This record from OMol25 describes C3H7ClN2S in the gas phase. The level of theory is ωB97M-V/def2-TZVPD.

Last columns: bonded neighbours and bond lengths (Å).
Positions of all 14 atoms, in Å:
1 H -0.4176 2.5533 -0.3816  N2 1.007
2 N -1.1509 1.9392 -0.0682  H1 1.007, C3 1.277
3 C -0.7489 0.7314 -0.1722  N2 1.277, C4 1.513, N7 1.391
4 C 0.5984 0.2740 -0.6858  C3 1.513, C5 1.532, H9 1.085, H10 1.109
5 C 1.4656 -0.2700 0.4545  C4 1.532, Cl6 1.781, H11 1.083, H12 1.076
6 Cl 3.0735 -0.7577 -0.1364  C5 1.781
7 N -1.5887 -0.2546 0.3353  C3 1.391, S8 1.700, H13 1.037
8 S -1.7130 -1.8278 -0.2956  N7 1.700, H14 1.349
9 H 1.0951 1.1095 -1.1682  C4 1.085
10 H 0.4850 -0.5358 -1.4356  C4 1.109
11 H 0.9889 -1.1154 0.9348  C5 1.083
12 H 1.5916 0.4729 1.2231  C5 1.076
13 H -2.4845 0.1710 0.6372  N7 1.037
14 H -1.1945 -2.4898 0.7587  S8 1.349

- SMILES = [H]/N=C(\CCCl)NS
- net charge = 0
- HOMO level (eV) = -9.631

*B*
This record from OMol25 describes 2 unconnected molecules or ions with the total composition C3H7ClN2S. The level of theory is ωB97M-V/def2-TZVPD.

Last columns: bonded neighbours and bond lengths (Å).
Positions of all 14 atoms, in Å:
1 C 0.5280 -0.1721 0.3505  C2 1.439, N11 1.429, N12 1.292
2 C -0.7004 0.5723 0.4417  C1 1.439, C3 1.595, H7 1.065, H8 1.152
3 C -1.8632 0.4819 -0.6460  C2 1.595, H9 1.260, H10 1.132, Cl14 1.824
4 H 2.7973 -1.7028 0.7017  no bonds
5 H 1.6795 1.1937 -0.7275  N11 1.012
6 H 0.1069 -1.4802 1.2807  N12 0.987
7 H -0.9965 0.3434 1.4390  C2 1.065
8 H -0.4398 1.6872 0.3146  C2 1.152
9 H -1.5666 1.1499 -1.6729  C3 1.260
10 H -2.7869 0.8884 -0.1340  C3 1.132
11 N 1.3507 0.2371 -0.7436  C1 1.429, H5 1.012, S13 1.825
12 N 0.9955 -1.2241 0.9363  C1 1.292, H6 0.987
13 S 2.9470 -0.6444 -0.8126  N11 1.825
14 Cl -2.0516 -1.3304 -0.7280  C3 1.824

- net charge = 0
- HOMO level (eV) = -8.444

Relative energy of each structure, in eV: *A* 0.000; *B* 3.859.

*A*
This record from OMol25 describes 2 unconnected molecules or ions with the total composition C2H7NO3. The level of theory is ωB97M-V/def2-TZVPD.

Last columns: bonded neighbours and bond lengths (Å).
Positions of all 13 atoms, in Å:
1 O 1.2501 0.1100 -0.4701  C2 1.212
2 C 0.8170 1.2212 -0.6871  O1 1.212, N3 1.358, H6 1.102
3 N -0.1812 1.5866 -1.5329  C2 1.358, C4 1.417, H7 1.016
4 C -0.8848 0.6905 -2.3754  N3 1.417, O5 1.343, H8 1.121, H9 1.116
5 O -0.2236 -0.4391 -2.6769  C4 1.343, H10 0.976
6 H 1.1697 2.0582 -0.0631  C2 1.102
7 H -0.5485 2.5134 -1.3361  N3 1.016
8 H -1.0925 1.2850 -3.3031  C4 1.121
9 H -1.9075 0.4797 -1.9826  C4 1.116
10 H 0.7192 -0.4049 -2.4255  O5 0.976
11 H -0.7319 -2.6854 5.4429  O13 0.978
12 H -0.6721 -1.6528 6.4319  O13 0.966
13 O -0.5066 -2.6040 6.3908  H11 0.978, H12 0.966

- net charge = +1
- HOMO level (spin up / spin down) (eV) = -13.249 / -13.249
- ⟨S²⟩ = 0.77
- 2S+1 = 2

*B*
This record from OMol25 describes 2 unconnected molecules or ions with the total composition C2H7NO3. The level of theory is ωB97M-V/def2-TZVPD.

Last columns: bonded neighbours and bond lengths (Å).
Positions of all 13 atoms, in Å:
1 N 0.1262 -1.0552 -0.7628  C2 1.433, H4 1.029, H5 1.030
2 C 1.4643 -0.6881 -0.4059  N1 1.433, O3 1.418, H6 1.105, H7 1.088
3 O 1.5197 0.7121 -0.1892  C2 1.418, H8 0.965
4 H -0.1818 -0.9807 -1.7418  N1 1.029
5 H -0.0882 -2.0446 -0.5712  N1 1.030
6 H 2.1461 -0.9957 -1.2188  C2 1.105
7 H 1.8425 -1.1296 0.5141  C2 1.088
8 H 1.9834 1.1093 -0.9367  O3 0.965
9 O -3.1775 0.7923 1.5732  C10 1.167
10 C -2.0953 1.1268 1.2913  O9 1.167, O11 1.383, H12 1.100
11 O -1.4568 0.8626 0.0930  C10 1.383, H13 0.973
12 H -1.4918 1.7549 1.9623  C10 1.100
13 H -0.5910 0.5359 0.3924  O11 0.973

- net charge = +1
- HOMO level (spin up / spin down) (eV) = -15.383 / -14.701
- ⟨S²⟩ = 0.76
- 2S+1 = 2

Relative energy of each structure, in eV: *A* 0.000; *B* 0.271.